1.
Below is C5H9NO in the gas phase, with properties calculated with the ωB97M-V functional and the def2-TZVPD basis.

Values from the calculation:
E_tot: -8866.2958 eV
SMILES: C[C@H]1CC/C1=N\O
Kohn-Sham gap: 10.54 eV
HOMO: -9.45 eV
net charge: 0
E_LUMO: 1.092 eV
strongest force on any atom: 0.012 hartree/bohr

CARTESIAN COORDINATES (ANGSTROEM)
C -1.58996 -1.22610 -0.05047
C -0.58944 -0.26614 -0.67485
C -0.72924 1.25030 -0.33641
C 0.75704 1.29752 0.13742
C 0.80484 -0.19291 -0.09037
N 1.59120 -1.09674 0.31718
O 2.71521 -0.49968 0.89895
H -2.57753 -1.09695 -0.50878
H -1.69012 -1.04122 1.02561
H -1.27376 -2.26413 -0.18898
H -0.52771 -0.42316 -1.75874
H -0.99257 1.88064 -1.19024
H -1.44503 1.45888 0.46607
H 0.91178 1.53908 1.18659
H 1.42620 1.93118 -0.45296
H 3.21529 -1.25683 1.22598

Results of the Löwdin charge analysis, in e, for atoms 1 through 2: -0.067, -0.300

2.
Below is a molecular structure, C19H20N9O4RuS, with properties calculated with the ωB97M-V functional and the def2-TZVPD basis.

Values from the calculation:
E_tot: -55016.7994 eV
Kohn-Sham gap (alpha / beta): 6.22 / 4.38 eV
spin multiplicity: 5
HOMO (alpha / beta): -17.32 / -17.30 eV
net charge: +3
E_LUMO (alpha / beta): -11.097 / -12.926 eV
strongest force on any atom: 0.068 hartree/bohr

CARTESIAN COORDINATES (ANGSTROEM)
Ru 0.23005 0.12412 0.57205
N 2.39833 -2.35274 0.82028
C 2.10439 -1.84846 2.00666
N 2.70247 -2.31162 3.08279
C 2.42371 -1.82158 4.29289
N 3.05237 -2.25443 5.35505
N 1.47987 -0.84600 4.41613
C 0.89508 -0.40745 3.34565
N 1.14907 -0.85834 2.08942
C -0.11246 0.66701 3.40447
C -0.49288 1.31976 4.56974
C -1.41579 2.35474 4.47537
C -1.93790 2.69000 3.23396
C -1.51638 1.98451 2.11386
N -0.62641 1.00209 2.20395
H 3.11386 -3.06120 0.75646
H 2.02704 -1.95216 -0.03423
H 3.76609 -2.96775 5.26791
H 2.84378 -1.88236 6.27182
H -0.05795 1.02790 5.51365
H -1.71037 2.89847 5.35988
H -2.65408 3.49082 3.12808
H -1.89182 2.21451 1.12143
O 0.07395 1.63668 -0.83474
C 1.19386 1.30938 -1.33738
O 1.69193 0.20640 -0.94201
C 1.87629 2.16268 -2.31909
C 3.17697 1.86242 -2.74144
C 3.83281 2.70103 -3.62363
C 3.19998 3.84218 -4.10718
C 1.90332 4.11812 -3.68603
C 1.22663 3.30542 -2.79910
N 1.20719 5.33824 -4.20248
O 1.80937 5.96758 -5.01389
O 0.12273 5.52565 -3.73274
H 3.66163 0.97598 -2.36022
H 4.84135 2.47855 -3.94261
H 3.70405 4.50240 -4.79840
H 0.22151 3.54291 -2.48110
C -4.00796 -3.45272 0.22108
N -3.45251 -3.12367 -1.05375
C -3.97962 -3.69209 -2.28004
C -3.08071 -3.09139 -3.37331
N -2.13806 -2.30084 -2.60047
C -2.38912 -2.36914 -1.29809
S -1.45921 -1.69508 -0.01300
H -5.09694 -3.45763 0.15706
H -3.68685 -2.72987 0.96934
H -3.68712 -4.45175 0.53228
H -5.03705 -3.43071 -2.40364
H -3.92134 -4.78692 -2.23807
H -3.63582 -2.45857 -4.07424
H -2.55679 -3.85511 -3.95815
H -1.38454 -1.78997 -3.03224

Results of the Löwdin charge analysis, in e, for atoms 1 through 2: 1.507, 0.225

3.
Below is a molecular structure, C4H6N2O2S2, with properties calculated with the ωB97M-V functional and the def2-TZVPD basis.

Values from the calculation:
E_tot: -32984.2761 eV
Kohn-Sham gap (alpha / beta): 7.51 / 6.22 eV
spin multiplicity: 3
HOMO (alpha / beta): -7.17 / -9.52 eV
net charge: 0
E_LUMO (alpha / beta): 0.345 / -3.301 eV
strongest force on any atom: 0.092 hartree/bohr

CARTESIAN COORDINATES (ANGSTROEM)
C -1.69964 1.17522 -0.09829
C -1.98297 0.06127 -0.80046
C -0.90350 -0.41448 1.42974
C -1.15931 0.88778 1.15343
N 0.69957 -1.37195 -0.79228
N 1.09241 -0.20362 -1.05698
O 2.16116 -0.57084 1.22112
O 3.60666 0.03929 -0.69566
S -1.42085 -1.33469 0.05035
S 2.54011 0.46998 0.19967
H -1.72982 2.15083 -0.57840
H -1.93486 0.01023 -1.89802
H -0.14477 -0.98049 1.98210
H -0.84979 1.72716 1.79203
H 1.12659 -1.62204 0.07110
H 0.59901 -0.02365 -1.97944

Results of the Löwdin charge analysis, in e, for atoms 1 through 2: -0.203, -0.385

4.
Below is 6 unconnected molecules or ions with the total composition C5H24NO6, with properties calculated with the ωB97M-V functional and the def2-TZVPD basis.

Values from the calculation:
E_tot: -19346.4860 eV
Kohn-Sham gap (alpha / beta): 1.90 / 10.91 eV
spin multiplicity: 2
HOMO (alpha / beta): -1.79 / -10.81 eV
net charge: 0
E_LUMO (alpha / beta): 0.113 / 0.097 eV
strongest force on any atom: 0.091 hartree/bohr

CARTESIAN COORDINATES (ANGSTROEM)
C 0.81908 -1.69961 -1.06306
O 2.19104 -1.94919 -0.86797
C 0.27486 -0.74808 -0.00910
C -1.22722 -0.93556 0.25707
C -2.09965 -0.54122 -0.91759
C -1.63117 -0.23909 1.54065
N 0.54406 0.70018 -0.46553
H 0.75498 -1.27771 -2.14006
H 0.25246 -2.65032 -1.07263
H 2.32751 -2.56904 -0.08839
H 0.90513 -0.83105 0.88876
H -1.37715 -2.09536 0.43735
H -1.74601 -0.95808 -1.83983
H -2.18258 0.52309 -1.02787
H -3.12980 -0.86376 -0.79102
H -1.00918 -0.54141 2.40201
H -1.58361 0.82283 1.45280
H -2.71791 -0.46583 1.84833
H 0.10169 1.39166 0.17916
H 1.60460 0.88589 -0.51123
H 0.16612 0.86835 -1.40680
H 1.95429 -4.39938 1.22340
H 3.36338 -3.96400 1.32589
O 2.45864 -3.66374 1.17800
H -1.42627 3.68247 3.77111
H -2.75157 3.59754 2.99781
O -1.82017 3.24493 2.96527
H -0.08786 3.91499 0.50849
H -0.99396 3.07637 1.50132
O -0.47463 2.98085 0.67733
H -1.39817 1.40714 -3.34968
H 0.02876 1.44289 -3.84845
O -0.51531 1.12138 -3.14406
H 4.11290 0.66764 -0.60323
H 3.07236 -0.47429 -1.05316
O 3.24038 0.53853 -0.95509

Results of the Löwdin charge analysis, in e, for atoms 1 through 2: -0.245, -0.134